Below is a structure of composition C50H142CdN8O26 in a non-equilibrium geometry, with properties calculated with ωB97M-V with the def2-TZVPD basis set.

The geometry in XYZ format:
```
227
Properties=species:S:1:pos:R:3:forces:R:3:mulliken_charge:R:1
Cd -0.628385 2.114593 -3.004139 0.5 1.5 -0.8 4.743
O -0.209349 4.206476 -2.507260 0.0 1.2 -0.4 -0.207
O 1.730740 -4.759701 0.681730 -0.1 -0.4 0.7 -0.092
O -7.021983 -1.840057 -2.686000 -1.8 -1.4 0.0 -0.333
O 2.949602 2.947502 -1.554974 -0.2 -2.4 0.1 -0.562
O -0.942054 3.238007 4.006886 0.1 0.0 0.1 -0.564
O -2.645548 2.508778 -2.470607 -1.9 0.4 0.4 -0.153
O 0.175146 -2.745722 -2.779428 0.1 0.4 0.0 0.283
O -1.315811 2.699327 -4.999492 -0.1 0.0 -1.3 -0.811
O 2.205190 -2.980076 6.335441 1.0 -0.4 0.2 0.004
O -1.159665 0.144049 -3.361961 -0.7 -2.6 -0.5 0.408
O 6.358434 1.269786 -3.316089 1.4 -0.9 1.4 -0.426
O -0.386063 1.579239 -0.875491 0.0 -0.5 1.7 -0.477
O -1.972968 5.828652 1.958684 -1.0 0.9 0.6 -0.439
O -5.908585 8.059684 -0.398130 -0.8 -0.2 -0.7 -0.201
O 1.617239 3.457450 4.713319 0.9 0.1 0.2 -0.621
O -3.988617 -2.956438 2.046749 0.2 0.8 0.2 -0.444
O 0.701478 -0.705534 4.826320 0.3 0.0 -0.8 -0.715
O -2.876177 0.822987 2.992917 -0.7 0.6 -1.6 -0.290
O -2.520315 2.471812 6.625974 0.2 0.5 0.1 -0.286
O 5.514104 -4.601830 -6.044833 0.8 0.7 0.7 -0.425
O 1.403604 1.564459 -3.255968 0.9 -0.3 -0.3 -0.979
O -3.486246 6.296209 -5.436553 0.8 1.6 2.0 -0.309
O 4.497867 -1.508886 1.615440 0.0 -0.2 -0.2 -0.189
O -0.086936 -7.979385 4.847050 0.2 0.8 1.5 -0.344
O -3.180382 1.937689 0.333517 -0.6 0.3 -0.3 -0.770
O 1.280003 -1.902645 -6.005790 0.3 1.1 -0.2 -0.446
N 0.826505 4.223901 0.175675 1.7 0.3 1.1 0.330
N 4.525662 -2.801624 4.603058 0.8 -1.0 1.1 -0.109
N -0.634082 -5.789037 2.509584 0.4 0.6 1.2 0.166
N 2.996759 -2.893631 -3.917314 1.1 0.3 1.2 0.637
N -1.797495 0.021166 5.278420 -1.3 -0.3 1.0 1.032
N 3.296963 -0.049626 -4.612393 -1.2 2.6 -1.9 0.542
N -4.431122 -2.189764 -0.823153 0.6 0.9 -0.6 -0.416
N -4.611075 6.617728 -2.705046 -0.4 1.0 -0.7 -0.354
C 4.394563 0.937584 -4.498194 0.7 -2.7 1.7 -0.680
C -3.397638 1.360720 6.659887 0.3 -0.2 -0.2 -0.830
C -1.281638 -6.939147 3.132909 -0.5 0.6 -1.0 -1.122
C 1.396318 -2.195526 -2.121087 -0.9 -1.8 -0.4 1.366
C -3.588464 -3.880887 3.083400 0.3 -0.6 -1.8 -0.485
C 0.741977 -5.466536 2.895811 -0.9 0.4 -0.9 0.061
C -1.359903 5.068370 0.896957 -0.1 0.0 1.8 0.704
C 7.272134 0.978277 -2.216365 -0.7 0.3 -1.1 -0.598
C -0.963248 2.971169 -6.337336 0.1 0.1 1.6 -0.682
C -1.562364 -1.378661 4.920260 2.7 0.9 -0.8 -1.686
C 1.182097 -0.462078 -6.002857 0.6 -0.7 0.4 0.636
C 4.748112 -3.490390 -5.567611 -0.5 -0.7 -1.3 0.045
C -1.173325 -7.057073 4.644944 0.5 -0.7 -1.4 -0.378
C -2.916373 -2.575021 1.111319 0.0 -1.2 1.2 -0.032
C -8.021533 -2.575552 -3.459302 0.6 -0.1 0.7 -0.736
C -3.311010 -1.617794 0.002312 -1.4 -1.0 -0.6 0.369
C -2.964104 6.769240 -6.653052 -0.8 -1.1 -0.2 -0.754
C -7.188992 7.960096 0.258257 1.4 0.6 0.3 -0.801
C 1.965277 -0.463813 4.200736 -0.2 -0.4 -0.8 0.230
C -1.503720 2.492090 7.653432 -0.5 -0.5 -1.4 -0.561
C 2.610349 0.052447 -5.964181 0.7 -0.8 0.9 -1.428
C -5.682217 -1.965720 -3.138648 -0.1 1.8 1.5 -0.756
C 3.515042 -3.325730 6.820235 -0.3 1.0 -0.1 -0.759
C 5.275795 -2.473255 2.264773 0.6 -0.2 0.9 -0.141
C 4.570158 -2.506170 6.076378 0.2 -0.6 -1.9 -0.730
C -3.223775 6.300606 -3.000479 0.0 -0.5 0.4 0.310
C 0.134869 4.845853 1.320932 -1.8 0.8 -0.6 -0.749
C 4.024647 -3.877896 -4.303829 -1.0 0.3 -0.3 -0.882
C -0.293444 -1.327353 3.990705 -0.7 0.3 1.1 1.963
C 1.181951 -4.323015 1.982459 2.2 -0.4 -0.8 0.014
C 2.284572 4.480511 0.280301 0.7 1.2 -2.6 -0.827
C -2.685700 6.812154 -4.320946 -0.5 -1.1 -1.0 -0.732
C 0.178423 0.944576 0.278637 -1.7 1.1 -2.5 -0.912
C -3.343893 6.269682 1.733364 0.4 -1.5 -1.6 -0.776
C 1.182818 -3.779734 6.905660 0.5 0.6 -0.8 0.048
C 6.364640 -4.252416 -7.132130 -0.3 -1.5 -0.1 -0.711
C -2.710048 0.005530 6.415240 -0.8 1.5 0.6 -0.920
C 2.979638 4.297184 -1.160155 -0.7 -0.8 1.7 -0.740
C 0.038893 -2.511451 -6.069140 -0.8 -0.5 0.5 -0.654
C 3.715275 2.011508 -0.741563 1.0 1.5 -0.4 0.290
C -0.491504 -3.905140 -2.199301 1.0 0.8 0.2 -0.749
C -4.846930 8.091155 -2.595960 0.4 -0.8 1.6 -0.426
C 0.320115 -7.879175 6.207566 -0.3 -0.6 0.8 -0.723
C -4.783212 -1.286461 -1.986528 0.0 -1.5 -0.5 -0.022
C 5.482299 0.195227 -3.599989 -1.5 2.6 -0.8 0.312
C 2.607764 -3.037893 -2.504840 0.3 1.0 -0.3 -0.403
C 5.513308 -2.086173 3.764077 -2.2 -0.5 -0.6 -0.747
C -6.094955 8.421554 -1.775137 -0.1 -0.7 -0.8 -0.877
C 4.095360 -1.859824 0.301934 -1.1 2.1 0.1 -0.199
C 3.009590 -5.436259 0.716874 -0.2 0.6 -0.9 -0.723
H -2.646287 -3.610458 3.560125 -0.2 0.2 0.3 0.051
H -8.591231 -1.975876 -4.169175 0.7 0.3 -0.5 0.265
H 0.322914 -3.547302 6.277447 -0.3 -0.2 0.4 -0.280
H -4.806391 8.558235 -3.579974 -0.4 -0.1 0.0 0.358
H 0.679024 3.268332 4.698905 -0.8 0.0 -0.3 0.385
H 1.588702 -1.157932 -2.393998 -0.7 0.0 -0.6 -0.806
H -3.686336 0.320920 3.081177 -0.3 -0.2 0.0 0.275
H -0.951536 3.426814 7.556016 -0.4 0.1 0.2 0.224
H 3.770873 -4.934645 1.314315 -0.4 -0.1 0.6 0.243
H 3.230944 -2.519593 0.227172 0.5 -0.9 0.4 -0.190
H 3.436293 -5.361153 -0.283320 -0.3 0.3 -0.3 0.151
H 2.391053 4.836945 -1.901999 0.0 0.0 0.1 0.231
H -1.946189 2.330666 8.636430 0.1 0.1 0.1 0.328
H -0.607675 -2.226348 -6.899058 0.4 0.1 -0.7 0.426
H -5.704263 -1.360760 -4.045093 1.0 0.1 -0.2 0.394
H 0.791277 -5.115580 3.926578 -0.1 0.0 0.2 -0.121
H 8.029165 0.275723 -2.564814 0.2 0.0 0.1 0.337
H 0.657668 -0.099040 -5.118954 -0.3 -0.2 0.1 -0.580
H 1.238522 -2.183412 -1.042641 0.0 -0.3 0.2 -0.206
H -3.425924 6.841988 0.809333 0.3 0.5 0.0 0.309
H 5.238038 -1.038277 3.883377 0.9 0.6 -0.3 0.319
H -0.994388 0.505488 5.653308 0.7 -0.4 -0.7 -0.192
H 7.008127 -5.109946 -7.328756 0.1 -0.2 0.4 0.284
H -7.714760 7.043493 -0.009181 -0.2 0.2 -0.2 0.310
H 2.445385 5.546540 0.441033 -0.1 0.0 0.6 0.576
H -1.553038 2.464812 -7.101440 -0.3 -0.5 0.0 0.313
H -4.165544 1.485802 5.896500 0.2 0.5 -0.1 0.301
H 4.870886 -3.920140 -3.618126 -0.6 -0.3 0.9 0.257
H -1.452092 5.632032 -0.031428 0.2 -0.2 -0.3 0.124
H -2.088147 -2.153090 1.680624 0.1 0.4 0.3 -0.160
H -3.980405 5.416105 1.500212 0.0 -0.6 0.0 0.252
H -0.561067 -2.242171 -5.199867 0.0 -0.3 0.5 -0.036
H -8.837744 -2.985688 -2.864588 0.3 0.3 0.9 0.266
H -3.346416 2.899699 -2.992332 0.1 0.1 -0.7 0.165
H -2.605918 6.586937 -2.149386 0.7 0.9 -0.1 0.143
H -2.848417 7.844484 -6.789278 -0.2 0.3 0.5 0.306
H -3.521394 -0.629529 0.411168 -0.1 0.1 0.0 0.280
H -6.977110 7.971043 1.327408 0.0 -0.3 0.0 0.229
H -2.099558 -7.515658 4.991190 0.0 0.1 0.4 0.452
H 5.893784 -0.693120 -4.079174 0.5 0.1 -0.2 0.474
H 5.765371 -4.235244 -8.042456 -0.1 0.9 -0.2 0.293
H 3.410140 1.923982 0.301186 -0.3 0.2 -0.1 0.173
H -4.384418 -4.176851 3.766751 -0.2 1.1 0.1 0.332
H -5.205943 -2.334847 -0.191719 -0.4 0.1 -0.2 0.353
H -2.332369 0.531664 3.724796 0.5 -0.1 1.3 -0.197
H 3.188407 -0.563600 -6.652983 0.0 0.2 -0.5 0.405
H -3.526224 -0.705284 6.285941 0.2 -0.3 0.0 0.433
H -5.196681 -0.333715 -1.655727 -0.5 0.0 -0.1 0.282
H 2.512221 -4.062333 -2.145003 -0.2 -0.4 -0.2 0.236
H 0.829607 3.226513 0.334730 -1.0 -0.3 -0.5 -0.822
H -2.328215 -6.833123 2.847369 -0.2 -0.2 0.1 0.543
H -5.366903 -2.981404 -3.377534 0.0 -0.2 0.3 0.422
H 5.557571 -2.798728 6.433467 0.1 -0.3 0.1 0.458
H -1.688056 6.414768 -4.507753 0.3 -0.1 0.4 0.445
H -1.195021 2.692465 3.262161 -0.1 -0.2 -0.3 0.158
H 3.708508 -4.395483 6.740886 0.0 -0.2 -0.5 0.410
H 2.677749 0.038860 4.854807 -0.4 -0.1 0.4 0.377
H -1.870201 4.106148 0.854304 -0.1 -0.1 -0.5 -0.045
H 2.000856 -3.740888 2.405101 0.2 0.0 0.6 -0.065
H -3.078003 5.223200 -2.922703 -0.3 -0.2 -0.6 -0.374
H -0.031382 4.245260 -1.567550 0.4 -0.1 1.4 0.188
H -0.531903 -7.729063 6.870612 -0.4 0.3 -0.1 0.338
H -2.439307 -1.746151 4.387318 0.1 -0.2 0.3 0.635
H -1.547211 -0.246896 -4.145023 -0.2 0.2 -0.5 0.044
H 2.222530 -2.822866 -4.562040 -0.1 -0.3 -0.1 0.052
H -3.849958 -1.014574 -2.479692 0.3 -0.1 0.1 -0.049
H 3.847765 1.010181 -1.151295 -0.9 0.2 -0.6 -1.014
H 3.579434 -3.120113 7.888719 0.0 0.3 0.3 0.385
H 3.624319 -0.922823 0.004842 0.0 0.2 -0.5 -0.033
H -1.230317 -0.537360 -2.693434 0.3 -0.2 0.5 -0.421
H 0.212461 -4.709492 -1.985862 0.2 0.2 0.5 0.226
H 4.088592 1.818138 -3.933303 -0.1 0.1 0.0 0.125
H -0.998451 -6.103118 5.142427 0.0 0.1 0.0 0.300
H 1.914304 0.115119 3.278599 -0.6 0.5 0.0 0.223
H 0.473392 5.852304 1.567030 0.5 0.1 -0.5 0.536
H 4.079175 -3.273737 -6.400487 -0.4 0.6 0.1 0.297
H 2.430886 -1.379225 3.835593 -0.1 -0.3 0.3 -0.701
H 1.019253 -3.517726 7.950975 -0.2 -0.1 0.1 0.316
H 1.382502 -6.343678 2.803787 0.5 0.0 0.0 0.343
H 1.189528 1.322535 0.429996 0.5 -0.5 0.4 -0.196
H 3.450074 -4.799983 -4.391709 0.9 -0.7 -0.1 0.384
H 6.540879 -2.312548 4.048576 -0.2 0.1 0.2 0.454
H 4.782513 -3.442463 2.191190 0.0 -0.2 0.3 -0.181
H 3.448905 -0.974877 -4.236999 0.1 -0.4 -0.4 -0.498
H -0.797149 1.705182 7.389548 0.3 -0.2 0.5 0.125
H 4.024667 4.593882 -1.249538 0.1 0.6 0.6 0.494
H 4.867860 -2.021002 -0.449974 0.4 -0.6 0.4 0.372
H 0.414393 -3.574920 1.784190 -0.4 -0.5 -0.3 -0.167
H -0.937317 -7.888076 2.721725 0.1 -0.3 0.0 0.329
H -1.043790 -3.579796 -1.317688 0.1 -0.2 0.3 0.033
H 3.582958 -2.693228 4.257167 0.1 0.2 0.0 -0.264
H -6.404991 9.463269 -1.857730 0.4 0.3 0.1 0.445
H 6.240859 -2.591607 1.772095 0.2 0.1 -0.2 0.447
H 3.440523 -2.608206 -1.948081 0.1 -0.1 0.2 -0.095
H -1.260261 -1.905652 5.825321 -0.4 -0.7 0.0 0.781
H -1.720457 3.260167 4.563516 -0.4 0.0 0.4 0.187
H 0.087391 2.774126 -6.550517 0.5 -0.4 -0.1 0.194
H 0.607168 -0.195915 -6.889822 0.2 0.5 -0.2 0.527
H -0.720146 -5.705077 1.506764 -0.2 -0.5 0.0 0.143
H 0.080026 -0.130301 0.126772 0.8 -0.5 0.3 -0.042
H -3.414564 1.743391 1.241058 0.0 0.0 0.4 0.325
H 7.038557 -3.410712 -6.972581 -0.4 0.4 0.1 0.273
H -3.896539 1.341981 7.628826 -0.2 -0.2 0.2 0.430
H -1.060800 4.026202 -6.593208 -0.2 0.6 0.1 -0.075
H 0.215023 4.328218 2.276821 -0.1 -0.4 -0.2 -0.065
H 4.874494 1.282494 -5.414050 -0.2 -0.3 -0.3 0.389
H -2.488007 -1.521216 -0.705816 0.4 0.1 0.3 -0.581
H -2.185986 -0.193519 7.350038 0.2 -0.7 0.1 0.369
H 1.953266 1.094908 -3.883359 0.5 -0.8 -0.5 0.043
H 4.974177 -0.115249 -2.687008 -0.1 -0.2 0.3 -0.462
H 2.023616 1.966725 -2.647686 0.2 0.7 0.7 0.159
H 7.712221 1.924730 -1.902268 0.1 -0.1 -0.2 0.283
H 2.773687 3.893682 1.057795 0.1 0.1 0.0 0.390
H -3.926226 6.764102 2.510880 1.2 0.3 0.6 0.354
H 0.719865 -8.799263 6.633880 0.3 -0.3 -0.8 0.326
H -6.906882 7.876709 -2.256801 -0.4 -0.5 0.4 0.414
H 4.732061 2.402918 -0.773998 0.3 0.1 0.4 0.574
H -7.575320 -3.474799 -3.883974 0.2 0.2 -0.5 0.292
H -2.581662 7.895184 -4.386672 -0.4 0.3 0.1 0.390
H 2.641325 1.099065 -6.267037 0.0 0.0 0.0 0.563
H 3.010054 -6.516685 0.860988 -0.5 0.0 0.7 0.385
H 1.970762 2.867546 5.379102 0.2 -0.1 0.1 0.282
H -2.985869 2.505022 -1.575954 0.0 -0.2 0.8 0.173
H 1.035338 -7.091546 6.444629 0.1 0.3 -0.5 0.112
H 0.039976 -2.287752 3.597562 0.1 -0.3 0.3 -0.468
H 0.104712 5.044921 -2.845803 0.0 0.1 -0.4 0.171
H -0.602320 -0.722825 3.137923 0.5 0.4 -0.2 -0.772
H -4.843423 6.115540 -1.860108 -0.3 0.4 0.2 0.283
H -1.992986 6.309150 -6.835717 0.1 -0.2 -0.4 0.220
H -1.215777 -4.387821 -2.855457 0.0 0.8 -0.6 0.311
H -0.450529 1.172454 1.139212 0.1 0.1 0.7 -0.235
H -4.064389 8.548631 -1.990594 0.7 0.2 -0.1 0.326
H -2.504636 -3.514683 0.743059 -0.1 -0.2 -0.5 0.340
H 4.558469 -1.424491 6.210345 -0.6 0.2 0.5 0.349
H -3.393743 -4.843948 2.611499 0.4 -0.2 -0.3 0.245
H 0.253718 -3.579940 -6.086220 -0.4 -0.1 0.0 0.288
H -2.333446 1.509887 0.207346 0.9 -0.1 -0.4 -0.239
H 1.439193 -4.833585 6.797180 -0.1 -0.2 0.2 -0.029
H 6.742522 0.548506 -1.366127 -0.2 -0.1 0.1 0.116
H -3.765408 6.407557 -7.297418 0.6 0.1 -0.9 0.266
H -7.731912 8.885835 0.067637 -0.5 -0.2 -0.2 0.339
H 5.354025 -2.614378 -5.336172 0.3 0.1 -0.2 0.016
```
Forces are in eV/Å.

Values from the calculation:
Frontier orbital gap ... 0.2585 hartree
Charge ... 0
LUMO ... 0.015 Eh
2S+1 ... 1